[1]
{
  "formula": "C37H61CdCl2Ge2N3OSSeSi2",
  "method": "ωB97M-V with the def2-TZVPD basis set",
  "relative_energy_kj_mol": 0.0,
  "spin_multiplicity": 1,
  "total_charge": -2,
  "total_energy_ev": -280455.8488,
  "elements": ["Cd", "N", "N", "C", "N", "S", "H", "H", "H", "H", "H", "C", "C", "Ge", "C", "C", "C", "C", "Ge", "C", "C", "C", "C", "C", "C", "C", "C", "C", "C", "H", "H", "H", "H", "H", "H", "H", "H", "H", "H", "H", "H", "H", "H", "H", "H", "H", "H", "H", "H", "H", "H", "H", "H", "H", "H", "Cl", "C", "Si", "C", "C", "Se", "H", "H", "H", "H", "H", "H", "H", "H", "H", "C", "C", "C", "C", "Si", "O", "C", "C", "C", "C", "C", "C", "C", "C", "C", "C", "C", "C", "H", "H", "H", "H", "H", "H", "H", "H", "H", "H", "H", "H", "H", "H", "H", "H", "H", "H", "H", "Cl", "C", "H", "H"],
  "positions_angstrom": [[-0.021, -0.655, 0.848], [-2.746, 0.004, -1.076], [-3.282, 0.868, -1.970], [-4.502, 0.867, -2.451], [-4.879, 1.842, -3.360], [-5.657, -0.368, -2.180], [-3.275, 0.023, -0.217], [-2.802, -0.952, -1.346], [-2.628, 1.597, -2.221], [-4.617, 2.789, -3.191], [-5.766, 1.659, -3.630], [1.927, 3.319, 4.172], [1.972, 2.313, 3.017], [0.324, 1.298, 2.448], [-0.939, 2.785, 2.299], [-2.225, 2.333, 1.630], [-0.479, 0.402, 4.022], [-1.111, -0.778, 4.052], [-1.112, -2.185, 2.561], [-0.106, -3.817, 3.199], [0.265, -4.714, 1.966], [-3.077, -2.696, 2.302], [-3.887, -3.586, 3.299], [-1.926, -1.004, 5.214], [-2.938, -0.105, 5.606], [-3.651, -0.235, 6.758], [-3.398, -1.306, 7.593], [-2.472, -2.273, 7.206], [-1.713, -2.143, 6.006], [2.917, 3.785, 4.128], [1.791, 2.827, 5.220], [1.082, 4.054, 4.006], [2.815, 1.652, 3.251], [2.474, 2.926, 2.129], [-0.467, 3.682, 1.702], [-1.134, 3.150, 3.381], [-1.951, 1.767, 0.628], [-2.978, 3.087, 1.441], [-2.662, 1.285, 2.108], [-0.417, 1.044, 5.003], [-0.689, -4.522, 3.862], [0.797, -3.469, 3.752], [1.288, -4.336, 1.591], [-0.459, -4.568, 1.133], [0.432, -5.753, 2.186], [-3.224, -3.212, 1.376], [-3.657, -1.705, 2.186], [-3.474, -4.604, 3.359], [-4.947, -3.717, 2.950], [-3.899, -3.124, 4.331], [-3.136, 0.738, 4.931], [-4.449, 0.425, 7.085], [-3.896, -1.513, 8.513], [-2.369, -3.213, 7.714], [-0.923, -2.868, 5.836], [4.191, -0.077, 1.428], [-0.609, 2.924, -4.750], [-1.309, 4.695, -4.462], [-0.198, 6.005, -5.382], [-2.855, 4.948, -5.419], [-1.640, 5.090, -2.341], [-0.718, 2.559, -5.761], [-0.950, 2.199, -4.063], [0.479, 3.063, -4.609], [-0.317, 5.872, -6.504], [0.827, 6.096, -5.182], [-0.658, 6.979, -5.027], [-2.608, 4.888, -6.513], [-3.241, 6.004, -5.223], [-3.679, 4.193, -5.229], [0.712, -0.479, -4.306], [1.598, -1.542, -3.802], [2.770, -1.642, -4.746], [0.814, -2.851, -3.859], [1.836, -1.146, -1.954], [0.475, -1.332, -1.113], [3.178, -2.388, -1.253], [4.536, -2.535, -1.682], [5.342, -3.610, -1.331], [4.948, -4.565, -0.368], [3.667, -4.396, 0.147], [2.824, -3.356, -0.312], [2.365, 0.599, -1.792], [3.741, 1.003, -1.846], [3.931, 2.329, -2.097], [2.922, 3.276, -2.028], [1.635, 2.868, -1.721], [1.338, 1.534, -1.694], [0.160, -0.880, -5.123], [1.135, 0.421, -4.773], [0.020, 0.023, -3.548], [2.445, -1.592, -5.814], [3.211, -2.679, -4.685], [3.483, -0.792, -4.659], [0.629, -3.004, -4.898], [-0.119, -2.586, -3.275], [1.319, -3.717, -3.317], [4.941, -1.823, -2.443], [6.363, -3.675, -1.688], [5.594, -5.323, -0.144], [3.338, -5.117, 0.938], [1.814, -3.313, 0.052], [4.602, 0.338, -2.043], [4.901, 2.665, -2.402], [3.172, 4.339, -2.067], [0.782, 3.604, -1.647], [0.264, 1.247, -1.709], [4.076, -1.359, 4.087], [3.187, -0.997, 2.575], [2.367, -0.284, 2.881], [2.823, -1.801, 2.141]],
  "atomic_forces_ev_per_a": [[0.27, -0.04, -0.91], [0.48, -0.65, 1.88], [0.68, 1.46, -0.80], [-2.00, -0.86, -1.09], [3.61, -0.42, 1.68], [0.78, 0.31, 0.27], [-0.23, 0.29, 0.40], [0.00, -0.78, -0.94], [-0.20, 0.36, -0.21], [0.40, 0.66, 0.01], [-3.27, -0.20, -1.06], [-1.11, -0.38, 1.00], [1.63, 0.71, -1.34], [0.65, 0.55, -0.05], [-0.06, 2.13, 0.45], [0.14, -4.43, -1.23], [1.20, 1.26, 1.09], [0.08, 0.25, -0.83], [-0.73, -0.14, 0.37], [-0.43, -1.23, 0.28], [1.70, 2.31, -0.62], [-1.16, 0.98, 0.97], [-0.09, 0.70, 0.67], [-0.43, -1.30, 1.57], [0.48, 0.74, -1.51], [-0.63, -0.29, 1.27], [0.89, -1.46, -0.35], [0.62, 0.21, -1.72], [-1.17, 0.72, 1.72], [-0.37, 0.47, 0.51], [0.15, 0.79, -1.79], [1.11, -0.54, 0.38], [-0.18, -0.26, 0.01], [-1.53, -1.34, 1.27], [-0.85, -1.66, 1.12], [0.21, -0.34, -1.61], [-0.38, 1.81, 1.35], [-0.25, -0.07, 0.10], [0.60, 2.88, -0.30], [-0.60, -1.14, -1.56], [0.34, 1.15, -0.19], [-0.53, -0.39, -0.32], [-1.67, -0.63, 0.31], [0.45, -0.35, 0.48], [-0.28, -0.55, 0.24], [0.37, -0.06, -1.03], [0.92, -1.25, 0.15], [0.09, 0.29, 0.13], [0.80, 0.27, 0.29], [-0.06, -0.65, -1.00], [0.11, -0.31, 0.26], [0.18, 0.36, -0.43], [-0.65, 0.32, 0.48], [0.10, -0.09, 0.69], [-0.19, 0.08, -0.46], [-0.13, -0.41, 0.14], [1.06, 1.87, -0.72], [1.12, -0.24, 0.22], [-2.32, 0.25, -0.61], [-1.84, 0.39, -1.27], [-0.06, -0.07, 0.41], [-0.24, -0.16, -0.45], [-0.47, -0.78, 0.84], [-0.30, -0.28, 0.16], [0.01, 0.37, 1.16], [1.57, -0.22, 0.53], [0.36, -0.89, -0.73], [-0.31, 0.04, 0.66], [0.34, -1.38, -0.19], [0.88, 0.91, -0.06], [-1.78, 2.89, 0.30], [0.94, -0.51, 0.83], [0.95, -0.71, -0.80], [-0.47, 0.27, 2.49], [0.29, -1.13, 1.02], [0.32, -0.30, -0.36], [1.34, -0.53, -0.14], [-0.46, 0.57, -1.27], [0.14, -0.01, 0.96], [-2.20, 3.17, -1.61], [-0.05, -0.55, 0.56], [0.04, -0.34, 0.15], [1.44, -0.45, 0.44], [-1.71, -0.53, -1.42], [0.77, 1.09, -0.03], [-0.20, 0.34, 0.94], [-1.13, 2.15, -0.38], [-0.29, -0.66, -0.27], [-1.13, -0.39, -0.67], [0.84, -0.25, 0.34], [0.48, -1.19, -0.86], [-0.25, 0.05, 0.55], [0.27, 1.23, 0.25], [-0.06, -0.77, 0.23], [-0.47, -0.79, -0.76], [0.59, -0.91, -0.84], [-0.50, 0.96, -0.94], [-0.33, -0.61, 0.72], [-0.01, 0.11, -0.32], [1.40, -1.97, 0.89], [-0.03, 0.79, -0.80], [-0.35, -0.04, 0.19], [-0.83, 0.04, 0.55], [0.66, 0.23, 0.11], [-0.15, -0.29, -0.31], [1.09, -0.69, -0.06], [0.93, -0.08, 0.34], [-0.12, -0.26, -0.34], [0.85, 5.49, 2.53], [0.87, -1.04, -0.37], [-1.38, -4.06, -1.96]],
  "mulliken_charge": [3.3063, -0.5467, 0.0980, 0.3491, -0.3887, -0.4564, 0.1915, 0.2535, 0.0431, 0.2046, 0.1631, -1.2430, -0.3103, -0.1186, -0.5919, -0.4361, -0.6916, -0.0248, -0.1788, -0.7804, -0.6007, -0.7158, -1.0881, -0.0802, -0.2124, -0.7006, -0.5243, -0.5823, -0.0567, 0.4587, 0.1887, 0.2334, 0.3037, 0.1622, 0.2835, 0.3916, -0.3994, 0.5734, -0.0664, 0.0358, 0.3913, 0.4093, -0.1799, 0.1864, 0.5231, 0.5141, 0.2892, 0.2776, 0.3842, 0.1630, 0.3270, 0.3887, 0.3742, 0.3608, 0.3433, -0.1176, -0.5256, 0.3818, -1.1552, -0.9216, -0.7085, 0.5174, -0.2288, 0.1744, 0.2755, 0.4159, 0.1982, 0.2968, 0.1669, 0.2174, -1.6903, 2.7280, -1.8623, -1.7743, -1.3146, -2.1527, 1.0732, -0.4185, -0.7749, -0.7558, -0.2806, -0.0417, 1.8064, -0.5697, -0.5845, -0.9250, -0.9454, 0.8416, 0.7125, 0.3158, -0.4443, 0.5232, 0.3419, 0.1971, 0.6133, 0.2011, 0.2448, 0.0816, 0.3454, 0.5327, 0.2437, 0.4927, 0.0046, 0.3984, 0.4012, 0.1983, 0.2541, -0.2344, 1.9559, -1.2414, -0.6825]
}

***

[2]
{
  "formula": "C3H5NS2",
  "method": "ωB97M-V with the def2-TZVPD basis set",
  "relative_energy_kj_mol": 310.9,
  "spin_multiplicity": 1,
  "total_energy_ev": -26349.5103,
  "elements": ["C", "C", "C", "H", "H", "H", "H", "H", "N", "S", "S"],
  "positions_angstrom": [[-0.423, 0.970, 0.111], [1.196, 0.804, -0.152], [0.720, -0.656, -0.245], [-1.623, -1.926, 1.173], [-0.984, 1.860, -0.566], [-0.986, 1.020, 1.141], [1.468, 0.897, -1.321], [1.884, 1.180, 0.503], [-0.637, -0.405, -0.368], [-1.973, -1.501, -0.205], [1.358, -2.243, -0.071]],
  "atomic_forces_ev_per_a": [[-2.79, 3.32, -0.95], [-4.61, -2.40, -4.09], [0.50, -4.35, 0.96], [-0.62, 0.56, -2.25], [1.51, -2.46, 1.63], [2.05, 0.34, -1.37], [-0.64, 0.87, 2.69], [1.74, 0.48, 1.64], [1.52, 0.32, -0.21], [1.86, 0.49, 2.28], [-0.53, 2.83, -0.33]],
  "nbo_charge": [-0.2171, -0.4591, 0.1492, 0.1340, 0.1964, 0.2203, 0.2532, 0.2422, -0.5837, 0.2147, -0.1500]
}

***

[3]
{
  "formula": "C2H4BrClN3",
  "method": "ωB97M-V with the def2-TZVPD basis set",
  "relative_energy_kj_mol": 229.5,
  "spin_multiplicity": 1,
  "total_charge": 1,
  "total_energy_ev": -89162.1018,
  "elements": ["C", "C", "N", "N", "N", "Cl", "Br", "H", "H", "H", "H"],
  "positions_angstrom": [[1.242, 0.010, 0.510], [-0.913, -0.480, -0.421], [0.723, 0.996, 1.033], [0.499, -0.866, -0.278], [-1.049, 0.872, -0.739], [-2.556, 1.417, -0.429], [3.117, -0.574, 0.373], [-1.480, -1.087, -1.121], [-1.450, -0.794, 0.432], [1.015, -1.149, -1.131], [0.853, 1.653, 1.772]],
  "atomic_forces_ev_per_a": [[1.03, -1.51, -1.35], [1.70, -1.38, 0.11], [-1.47, 0.15, -0.40], [-0.40, 0.70, -1.18], [-0.32, 1.04, 0.71], [0.53, 0.09, -0.15], [-0.92, 0.68, 0.64], [0.40, -0.19, -1.10], [-0.60, 0.13, 1.62], [-0.64, 0.01, 0.83], [0.69, 0.28, 0.25]],
  "nbo_charge": [0.4305, -0.1897, -0.5499, -0.6000, -0.1076, 0.4359, 0.1376, 0.3055, 0.2500, 0.4374, 0.4505]
}